Molecular formula: C31H68N3O16S4
Method: DFT, ωB97M-V/def2-TZVPD

The spin multiplicity is 1. As for the net charge: +1. The HOMO-LUMO gap is 9.4 eV. For the LUMO energy, the calculation gives -2.64 eV. Its energy above the lowest of the compared OMol25 structures with the same formula, charge and spin is 235.9 kJ/mol.

Each atom is followed by the atoms it is bonded to, with distances in Å.
Cartesian coordinates (Å):
1 C -3.383 1.668 3.144  C2 1.575, H27 1.117, H28 1.115, H29 1.115
2 C -4.329 0.410 3.167  C1 1.575, C3 1.592, H30 1.113, H31 1.119
3 C -4.022 -0.625 1.998  C2 1.592, C4 1.564, H32 1.114, H33 1.118
4 C -3.804 0.206 0.691  C3 1.564, C5 1.585, H34 1.111, H35 1.120
5 C -4.206 -0.580 -0.626  C4 1.585, C6 1.571, H36 1.109, H37 1.123
6 C -5.737 -0.379 -0.915  C5 1.571, C7 1.568, H38 1.117, H39 1.121
7 C -6.056 0.741 -1.965  C6 1.568, C8 1.570, H40 1.120, H41 1.110
8 C -4.993 1.896 -2.026  C7 1.570, C9 1.578, H42 1.121, H43 1.111
9 C -4.049 1.827 -3.289  C8 1.578, C10 1.586, H44 1.111, H45 1.115
10 C -3.000 3.005 -3.130  C9 1.586, C11 1.581, H46 1.111, H47 1.120
11 C -1.584 2.382 -2.802  C10 1.581, C12 1.568, H48 1.119, H49 1.118
12 C -0.404 3.393 -3.013  C11 1.568, C13 1.570, H50 1.116, H51 1.116
13 C 0.057 4.111 -1.694  C12 1.570, C14 1.583, H52 1.118, H53 1.117
14 C 0.531 3.069 -0.601  C13 1.583, C15 1.574, H54 1.120, H55 1.108
15 C 2.071 3.245 -0.326  C14 1.574, N16 1.525, H56 1.108, H57 1.114
16 N 2.391 3.708 1.092  C15 1.525, C17 1.502, N23 1.442, H58 1.024
17 C 2.412 5.204 1.216  N16 1.502, C18 1.574, H59 1.118, H60 1.117
18 C 1.001 5.885 1.070  C17 1.574, C19 1.571, H61 1.112, H62 1.119
19 C 0.880 7.235 1.865  C18 1.571, C20 1.590, H63 1.115, H64 1.111
20 C 0.396 6.938 3.350  C19 1.590, C21 1.586, H65 1.116, H66 1.113
21 C 1.504 7.277 4.433  C20 1.586, N22 1.493, H67 1.111, H68 1.109
22 N 2.055 6.063 5.106  C21 1.493, H69 1.020, H70 1.017
23 N 3.734 3.252 1.352  N16 1.442, C24 1.481, H71 1.017
24 C 3.969 3.026 2.797  N23 1.481, C25 1.584, H72 1.117, H73 1.119
25 C 5.536 3.081 3.026  C24 1.584, C26 1.591, H74 1.107, H75 1.118
26 C 5.974 4.347 3.882  C25 1.591, H76 1.110, H77 1.113, H78 1.109
27 H -3.124 1.994 4.182  C1 1.117
28 H -2.412 1.485 2.628  C1 1.115
29 H -3.877 2.541 2.657  C1 1.115
30 H -4.332 -0.086 4.164  C2 1.113
31 H -5.358 0.793 2.952  C2 1.119
32 H -4.910 -1.295 1.956  C3 1.114
33 H -3.106 -1.202 2.280  C3 1.118
34 H -2.760 0.562 0.557  C4 1.111
35 H -4.494 1.087 0.738  C4 1.120
36 H -3.537 -0.382 -1.488  C5 1.109
37 H -4.076 -1.667 -0.373  C5 1.123
38 H -6.282 -0.267 0.053  C6 1.117
39 H -6.119 -1.342 -1.345  C6 1.121
40 H -7.022 1.210 -1.648  C7 1.120
41 H -6.221 0.378 -3.002  C7 1.110
42 H -5.563 2.856 -2.126  C8 1.121
43 H -4.364 2.003 -1.116  C8 1.111
44 H -3.526 0.847 -3.321  C9 1.111
45 H -4.702 2.002 -4.176  C9 1.115
46 H -2.949 3.612 -4.059  C10 1.111
47 H -3.317 3.702 -2.312  C10 1.120
48 H -1.592 1.914 -1.786  C11 1.119
49 H -1.459 1.552 -3.540  C11 1.118
50 H 0.463 2.808 -3.403  C12 1.116
51 H -0.695 4.162 -3.767  C12 1.116
52 H -0.763 4.739 -1.266  C13 1.118
53 H 0.863 4.830 -1.977  C13 1.117
54 H -0.049 3.294 0.329  C14 1.120
55 H 0.295 2.022 -0.875  C14 1.108
56 H 2.577 3.960 -1.004  C15 1.108
57 H 2.567 2.251 -0.412  C15 1.114
58 H 1.713 3.307 1.745  N16 1.024
59 H 2.812 5.527 2.208  C17 1.118
60 H 3.089 5.670 0.460  C17 1.117
61 H 0.156 5.226 1.365  C18 1.112
62 H 0.888 6.140 -0.014  C18 1.119
63 H 1.878 7.732 1.859  C19 1.115
64 H 0.144 7.941 1.426  C19 1.111
65 H -0.467 7.611 3.565  C20 1.116
66 H 0.033 5.888 3.422  C20 1.113
67 H 1.014 7.878 5.228  C21 1.111
68 H 2.368 7.805 3.979  C21 1.109
69 H 2.765 5.698 4.472  N22 1.020
70 H 1.313 5.376 5.211  N22 1.017
71 H 4.373 3.951 0.979  N23 1.017
72 H 3.632 1.988 3.035  C24 1.117
73 H 3.435 3.751 3.461  C24 1.119
74 H 5.929 2.152 3.482  C25 1.107
75 H 6.052 3.197 2.041  C25 1.118
76 H 5.104 4.824 4.380  C26 1.110
77 H 6.652 3.976 4.683  C26 1.113
78 H 6.560 5.076 3.286  C26 1.109
79 C -0.505 -3.036 -0.175  C80 1.517, O85 1.433, H86 1.093, H87 1.088
80 C 0.524 -3.685 -1.081  C79 1.517, O81 1.432, H88 1.088, H89 1.093
81 O 0.337 -3.062 -2.356  C80 1.432, S82 1.614
82 S -0.139 -1.535 -2.136  O81 1.614, O83 1.430, O84 1.427, O85 1.616
83 O 1.004 -0.682 -2.238  S82 1.430
84 O -1.329 -1.320 -2.894  S82 1.427
85 O -0.534 -1.659 -0.573  C79 1.433, S82 1.616
86 H -1.499 -3.460 -0.337  C79 1.093
87 H -0.242 -3.122 0.877  C79 1.088
88 H 0.389 -4.762 -1.156  C80 1.088
89 H 1.542 -3.469 -0.744  C80 1.093
90 C -1.738 -6.661 -3.269  C91 1.517, O96 1.434, H97 1.092, H98 1.088
91 C -2.418 -8.017 -3.311  C90 1.517, O92 1.432, H99 1.088, H100 1.093
92 O -1.750 -8.795 -2.311  C91 1.432, S93 1.615
93 S -1.285 -7.826 -1.106  O92 1.615, O94 1.428, O95 1.427, O96 1.618
94 O -2.258 -7.896 -0.063  S93 1.428
95 O 0.108 -8.029 -0.872  S93 1.427
96 O -1.479 -6.418 -1.880  C90 1.434, S93 1.618
97 H -0.782 -6.682 -3.797  C90 1.092
98 H -2.362 -5.872 -3.684  C90 1.088
99 H -2.336 -8.492 -4.286  C91 1.088
100 H -3.472 -7.939 -3.032  C91 1.093
101 C 8.983 1.083 3.276  C102 1.519, O107 1.426, H108 1.094, H109 1.089
102 C 8.420 0.625 4.611  C101 1.519, O103 1.426, H110 1.088, H111 1.093
103 O 8.759 -0.757 4.701  C102 1.426, S104 1.620
104 S 10.170 -1.007 3.945  O103 1.620, O105 1.426, O106 1.426, O107 1.620
105 O 11.212 -1.008 4.919  S104 1.426
106 O 9.995 -2.063 3.003  S104 1.426
107 O 10.229 0.401 3.145  C101 1.426, S104 1.620
108 H 8.337 0.779 2.448  C101 1.094
109 H 9.134 2.161 3.241  C101 1.089
110 H 7.341 0.758 4.676  C102 1.088
111 H 8.900 1.148 5.442  C102 1.093
112 C -3.897 -12.247 -4.514  C113 1.518, O118 1.432, H119 1.092, H120 1.088
113 C -2.868 -12.899 -5.418  C112 1.518, O114 1.431, H121 1.088, H122 1.093
114 O -3.060 -12.284 -6.696  C113 1.431, S115 1.615
115 S -3.540 -10.756 -6.483  O114 1.615, O116 1.430, O117 1.425, O118 1.618
116 O -2.398 -9.903 -6.589  S115 1.430
117 O -4.731 -10.547 -7.238  S115 1.425
118 O -3.931 -10.874 -4.918  C112 1.432, S115 1.618
119 H -4.890 -12.674 -4.671  C112 1.092
120 H -3.632 -12.325 -3.461  C112 1.088
121 H -3.000 -13.976 -5.490  C113 1.088
122 H -1.851 -12.678 -5.084  C113 1.093